(1)
{
  "formula": "C19H26ClN3O3S2Si2",
  "method": "the ωB97M-V functional and the def2-TZVPD basis",
  "elements": ["O", "S", "O", "Cl", "C", "C", "C", "C", "Si", "O", "Si", "S", "C", "C", "C", "N", "C", "C", "H", "H", "H", "H", "H", "H", "H", "H", "H", "H", "H", "H", "H", "H", "H", "H", "N", "C", "C", "C", "C", "C", "H", "H", "H", "H", "H", "N", "C", "C", "C", "C", "C", "H", "H", "H", "H", "H"],
  "coordinates": [[4.243, 1.555, 2.992], [3.279, 0.748, 2.327], [3.308, -0.634, 2.661], [1.435, 1.491, 2.818], [3.516, 0.897, 0.548], [2.398, 1.635, -0.214], [1.215, 0.696, -0.467], [0.226, 1.236, -1.513], [-1.520, 0.579, -1.361], [-1.604, -1.095, -1.283], [-1.409, -1.885, 0.167], [-2.227, -3.863, 0.019], [-2.368, 1.460, 0.064], [-1.789, 2.530, 0.717], [-2.465, 3.099, 1.760], [-3.638, 2.726, 2.233], [-4.211, 1.714, 1.589], [-3.602, 1.098, 0.537], [4.432, 1.469, 0.446], [3.640, -0.103, 0.150], [2.062, 2.471, 0.397], [2.812, 1.965, -1.164], [0.720, 0.500, 0.483], [1.590, -0.262, -0.830], [0.218, 2.326, -1.426], [0.575, 1.012, -2.521], [-2.224, 0.956, -2.606], [0.015, -1.970, 0.549], [-2.079, -1.225, 1.299], [-1.845, -4.398, 1.192], [-0.830, 2.905, 0.401], [-1.987, 3.938, 2.259], [-5.174, 1.349, 1.915], [-4.119, 0.271, 0.064], [1.749, 4.510, -2.636], [0.915, 4.434, -3.675], [0.200, 5.513, -4.170], [0.353, 6.743, -3.552], [1.212, 6.843, -2.471], [1.883, 5.703, -2.057], [0.822, 3.452, -4.127], [-0.460, 5.391, -5.018], [-0.189, 7.609, -3.908], [1.360, 7.784, -1.959], [2.568, 5.739, -1.217], [-0.144, -6.557, 1.407], [-1.215, -7.290, 1.102], [-1.377, -8.614, 1.480], [-0.368, -9.214, 2.216], [0.753, -8.469, 2.543], [0.814, -7.151, 2.117], [-1.979, -6.782, 0.523], [-2.269, -9.158, 1.205], [-0.455, -10.246, 2.530], [1.564, -8.899, 3.115], [1.672, -6.531, 2.352]],
  "atomic_forces_ev_per_a": [[-0.1, 1.0, 0.0], [1.4, -0.8, 0.2], [-0.8, -0.6, -0.1], [0.0, 0.0, -0.1], [-0.8, 1.0, -0.5], [-0.1, -1.0, 0.4], [0.0, 0.0, -0.4], [0.0, -0.2, 0.4], [-0.1, 0.4, -0.9], [0.0, 0.5, 1.1], [0.3, -0.8, 0.5], [-0.3, 0.0, -0.6], [0.7, -0.2, -0.3], [0.4, -0.4, -0.7], [0.6, 1.3, 0.9], [-0.5, -0.1, 0.1], [-0.1, 0.3, 0.4], [-0.9, -1.5, -0.9], [0.2, -0.1, 0.3], [0.1, -0.2, 0.3], [0.1, 0.4, -0.4], [0.0, 0.3, 0.0], [-0.1, -0.1, 0.0], [0.0, -0.1, 0.1], [-0.3, 0.1, -0.2], [0.1, 0.0, -0.1], [-0.1, -0.1, 0.0], [0.0, 0.0, -0.2], [-0.1, 0.3, -0.2], [0.3, 0.4, 0.0], [0.2, 0.2, 0.2], [-0.1, 0.0, 0.1], [-0.1, 0.2, 0.2], [-0.1, -0.1, 0.0], [-0.2, 0.1, -0.1], [0.1, -0.1, 0.1], [0.0, 0.0, 0.0], [0.0, 0.1, 0.0], [0.0, 0.0, 0.0], [0.1, -0.1, 0.1], [0.0, 0.0, 0.0], [0.0, 0.0, 0.0], [0.0, 0.0, 0.0], [0.0, 0.0, 0.0], [0.0, 0.1, 0.0], [-0.1, -0.2, 0.1], [0.0, 0.1, 0.0], [0.0, 0.0, 0.0], [0.0, -0.1, 0.0], [0.0, 0.0, 0.0], [0.1, 0.1, 0.0], [0.0, -0.1, 0.0], [0.0, 0.0, 0.0], [0.0, 0.0, 0.0], [0.0, 0.0, 0.0], [0.0, 0.0, 0.0]],
  "lowdin_charge": [-0.34, 0.34, -0.34, 0.43, -0.24, -0.25, -0.30, -0.26, 0.56, -0.40, 0.18, 0.41, -0.27, -0.08, -0.16, 0.08, -0.14, -0.12, 0.10, 0.10, 0.08, 0.11, 0.04, 0.11, 0.06, 0.08, 0.01, -0.04, -0.03, -0.20, 0.09, 0.11, 0.11, 0.11, 0.05, -0.16, -0.07, -0.08, -0.07, -0.15, 0.10, 0.10, 0.11, 0.10, 0.10, 0.05, -0.17, -0.07, -0.08, -0.07, -0.15, 0.07, 0.10, 0.10, 0.10, 0.10],
  "e_homo_ha": -0.34272,
  "gap_ha": 0.3491,
  "total_energy_ha": -2965.2213,
  "relative_energy_kj_mol": 0.00
}


(2)
{
  "formula": "C34H27BrF4IrN7O4PS2",
  "method": "the ωB97M-V functional and the def2-TZVPD basis",
  "elements": ["Ir", "O", "C", "O", "C", "C", "C", "N", "C", "C", "C", "O", "O", "H", "H", "H", "F", "C", "C", "F", "C", "F", "C", "P", "C", "C", "C", "C", "C", "C", "C", "C", "C", "C", "C", "C", "C", "Br", "C", "F", "H", "H", "H", "H", "H", "H", "H", "H", "H", "H", "C", "C", "N", "N", "C", "S", "N", "N", "H", "H", "H", "H", "H", "H", "C", "C", "C", "C", "N", "C", "S", "N", "C", "H", "H", "H", "H", "H", "H", "H", "H"],
  "coordinates": [[1.435, 0.285, 0.075], [-2.866, 3.423, 5.923], [-3.728, 2.847, 5.409], [-4.570, 2.260, 4.873], [-1.654, 1.711, 3.420], [-0.337, 1.805, 3.778], [0.577, 1.374, 2.824], [0.176, 0.883, 1.646], [-1.128, 0.858, 1.336], [-2.116, 1.269, 2.211], [-1.419, 0.493, -0.087], [-2.530, 0.496, -0.545], [-0.336, 0.253, -0.805], [0.000, 2.193, 4.730], [1.641, 1.401, 3.010], [-3.155, 1.228, 1.909], [4.691, -4.065, 5.034], [3.910, -3.574, 4.098], [2.831, -4.297, 3.628], [2.565, -5.493, 4.116], [2.022, -3.754, 2.642], [0.990, -4.497, 2.257], [2.245, -2.498, 2.083], [1.143, -1.931, 0.729], [-0.509, -2.073, 1.465], [-0.658, -1.872, 2.840], [-1.910, -1.947, 3.424], [-3.026, -2.221, 2.641], [-2.886, -2.404, 1.274], [-1.632, -2.327, 0.682], [1.280, -3.207, -0.553], [0.449, -4.332, -0.534], [0.607, -5.334, -1.477], [1.596, -5.238, -2.445], [2.430, -4.132, -2.465], [2.272, -3.124, -1.529], [3.332, -1.786, 2.594], [3.796, -0.028, 2.062], [4.150, -2.310, 3.579], [5.173, -1.615, 4.055], [0.205, -1.675, 3.465], [-2.016, -1.805, 4.492], [-4.003, -2.294, 3.099], [-3.754, -2.601, 0.659], [-1.540, -2.442, -0.391], [-0.322, -4.445, 0.210], [-0.045, -6.196, -1.446], [1.718, -6.025, -3.177], [3.209, -4.047, -3.211], [2.946, -2.284, -1.577], [1.918, 4.911, -2.367], [2.704, 3.661, -2.436], [3.667, 3.386, -3.254], [4.006, 2.090, -2.982], [3.276, 1.561, -2.014], [3.263, -0.021, -1.360], [2.477, 2.563, -1.620], [1.404, 2.330, -0.748], [2.236, 5.566, -3.174], [2.074, 5.428, -1.418], [0.858, 4.680, -2.485], [4.726, 1.635, -3.524], [1.376, 3.083, -0.063], [0.539, 2.338, -1.334], [-4.245, 1.634, -4.956], [-3.184, 2.029, -3.988], [-3.365, 2.857, -2.916], [-2.266, 3.115, -2.081], [-1.063, 2.608, -2.304], [-0.873, 1.787, -3.369], [0.603, 1.076, -3.675], [-1.947, 1.515, -4.174], [-2.424, 3.971, -0.867], [-5.146, 2.219, -4.798], [-4.490, 0.578, -4.828], [-3.905, 1.780, -5.982], [-4.331, 3.296, -2.719], [-1.767, 0.896, -4.955], [-3.343, 4.551, -0.893], [-1.573, 4.644, -0.766], [-2.451, 3.326, 0.015]],
  "atomic_forces_ev_per_a": [[0.5, 0.0, 1.2], [0.1, 0.1, 0.1], [0.0, 0.0, 0.0], [-0.1, -0.1, -0.1], [0.0, 0.0, 0.0], [0.0, 0.0, 0.0], [0.0, -0.2, 0.1], [0.0, 0.4, -0.3], [0.0, 0.2, -0.1], [0.0, -0.1, 0.1], [0.1, -0.1, -0.1], [0.0, 0.0, 0.0], [0.0, -0.5, -0.1], [0.0, 0.0, 0.0], [0.0, 0.0, 0.0], [0.0, 0.0, 0.0], [0.0, 0.0, 0.0], [0.0, 0.0, 0.0], [0.0, 0.0, 0.0], [0.0, 0.0, 0.0], [0.0, 0.0, 0.0], [0.0, 0.0, -0.1], [0.1, 0.1, -0.1], [-0.1, -0.1, 0.0], [0.1, -0.1, 0.2], [0.0, -0.1, 0.0], [0.0, 0.0, 0.0], [0.0, 0.0, 0.0], [0.0, 0.1, 0.0], [0.0, 0.1, 0.0], [-0.1, 0.0, 0.0], [0.0, 0.0, 0.0], [0.0, 0.0, 0.0], [0.0, 0.0, 0.0], [0.0, 0.0, 0.0], [0.1, 0.0, 0.0], [0.0, 0.1, 0.1], [-0.4, 0.1, -0.4], [0.0, 0.0, 0.0], [0.0, 0.0, 0.0], [0.0, 0.0, 0.0], [0.0, 0.0, 0.0], [0.0, 0.0, 0.0], [0.0, 0.0, 0.0], [0.0, 0.0, 0.0], [0.0, 0.0, 0.1], [0.0, 0.0, 0.0], [0.0, 0.0, 0.0], [0.0, 0.0, 0.0], [-0.1, -0.1, 0.0], [0.0, 0.0, 0.0], [0.0, -0.1, -0.1], [0.0, 0.0, 0.0], [0.0, 0.0, 0.0], [0.1, 0.0, 0.0], [-0.2, 0.1, -0.4], [0.1, 0.1, 0.2], [0.3, -0.2, 0.1], [0.0, 0.0, 0.0], [0.0, 0.0, 0.0], [0.0, 0.0, 0.0], [0.0, 0.0, 0.0], [0.0, 0.0, 0.0], [-0.4, 0.2, 0.0], [0.0, 0.0, 0.0], [0.0, -0.1, 0.0], [0.0, 0.1, 0.0], [0.0, 0.0, -0.1], [-0.2, 0.2, -0.1], [0.3, -0.2, 0.2], [0.0, 0.0, -0.4], [-0.1, 0.1, 0.0], [0.1, 0.0, 0.0], [0.0, 0.0, 0.0], [0.0, 0.0, 0.0], [0.0, 0.0, 0.0], [0.0, 0.0, 0.0], [0.0, 0.0, 0.0], [0.0, 0.0, 0.0], [0.0, 0.0, 0.0], [0.0, 0.0, 0.0]],
  "mulliken_spin": [0.00, 0.01, 0.00, 0.01, 0.70, 0.04, 0.00, -0.01, 0.00, 0.13, 0.02, 0.00, 0.01, 0.04, 0.01, 0.06, 0.00, 0.00, 0.00, 0.00, 0.00, 0.00, 0.00, 0.00, 0.00, 0.01, -0.01, 0.00, 0.00, 0.00, 0.00, 0.00, 0.00, 0.00, 0.00, 0.00, 0.00, 0.00, 0.00, 0.00, 0.00, 0.00, 0.00, 0.00, 0.00, 0.00, 0.00, 0.00, 0.00, 0.00, 0.00, 0.00, 0.00, 0.00, 0.00, 0.00, 0.00, 0.00, 0.00, 0.00, 0.00, 0.00, 0.00, 0.00, 0.00, 0.00, 0.00, 0.00, 0.00, 0.00, 0.00, 0.00, 0.00, 0.00, 0.00, 0.00, 0.00, 0.00, 0.00, 0.00, 0.00],
  "e_homo_ha": [-0.47503, -0.47506],
  "gap_ha": [0.2452, 0.2419],
  "total_charge": 2,
  "total_energy_ha": -6211.1611,
  "relative_energy_kj_mol": 0.00,
  "s2": 0.759,
  "spin_multiplicity": 2
}


(3)
{
  "formula": "C7H20IrN8O3",
  "method": "the ωB97M-V functional and the def2-TZVPD basis",
  "elements": ["Ir", "N", "N", "C", "N", "N", "N", "O", "O", "H", "H", "H", "H", "H", "C", "N", "C", "N", "O", "H", "H", "H", "H", "H", "H", "C", "C", "C", "C", "N", "H", "H", "H", "H", "H", "H", "H", "H", "H"],
  "coordinates": [[-0.300, 0.729, -0.197], [1.528, 2.488, 1.481], [1.639, 1.526, 2.483], [1.590, 0.204, 2.238], [1.843, -0.599, 3.270], [1.238, -0.203, 1.006], [1.487, -1.556, 0.694], [2.398, -2.138, 1.250], [0.801, -2.001, -0.188], [2.376, 3.040, 1.437], [0.716, 3.068, 1.650], [1.765, 1.821, 3.442], [2.157, -0.217, 4.146], [1.987, -1.583, 3.106], [3.101, -1.870, -3.584], [2.022, -1.006, -3.142], [2.064, -0.219, -2.068], [3.199, -0.170, -1.341], [1.063, 0.480, -1.768], [2.764, -2.420, -4.457], [3.373, -2.593, -2.812], [3.979, -1.288, -3.872], [1.122, -1.061, -3.588], [4.045, -0.612, -1.653], [3.269, 0.569, -0.663], [-3.554, -0.598, -0.836], [-3.309, 0.511, 0.189], [-3.483, -0.005, 1.617], [-4.205, 1.721, -0.080], [-1.940, 0.939, 0.031], [-4.583, -0.947, -0.749], [-2.880, -1.436, -0.661], [-3.396, -0.226, -1.848], [-4.507, -0.347, 1.761], [-3.273, 0.786, 2.337], [-2.805, -0.839, 1.802], [-5.248, 1.428, 0.033], [-4.053, 2.096, -1.091], [-3.991, 2.525, 0.624]],
  "atomic_forces_ev_per_a": [[-0.1, 0.1, 0.2], [0.1, -0.2, 0.0], [0.0, 0.0, 0.1], [0.0, 0.2, 0.0], [-0.1, 0.0, 0.0], [0.0, -0.2, -0.1], [0.0, 0.5, -0.1], [0.0, -0.3, 0.1], [0.0, -0.2, 0.0], [-0.1, 0.1, 0.1], [0.0, 0.0, -0.2], [0.0, 0.0, 0.0], [0.0, 0.0, 0.0], [0.0, 0.0, 0.0], [0.0, 0.0, 0.0], [0.0, -0.1, 0.0], [0.0, 0.0, 0.0], [0.0, 0.0, 0.0], [0.0, 0.1, 0.0], [0.0, 0.0, 0.0], [0.0, 0.0, 0.0], [0.0, 0.0, 0.0], [0.0, 0.0, 0.0], [0.0, 0.0, 0.0], [0.0, 0.0, 0.0], [0.0, 0.0, 0.0], [-0.1, 0.0, 0.1], [0.0, 0.0, -0.1], [0.1, 0.0, 0.0], [0.0, 0.0, -0.2], [0.0, 0.0, 0.0], [0.0, 0.0, 0.0], [0.0, 0.0, 0.0], [0.0, 0.0, 0.0], [0.0, 0.0, 0.0], [0.0, 0.0, 0.0], [0.0, 0.0, 0.0], [0.0, 0.0, 0.0], [0.0, 0.0, 0.0]],
  "lowdin_charge": [1.23, 0.02, -0.02, -0.40, 0.21, -0.04, -0.44, 0.06, 0.06, 0.10, 0.09, 0.16, 0.13, 0.11, -0.05, 0.05, -0.60, 0.21, -0.22, 0.10, 0.10, 0.09, 0.16, 0.11, 0.11, -0.05, -0.73, -0.05, -0.04, -0.24, 0.09, 0.08, 0.08, 0.09, 0.08, 0.08, 0.09, 0.09, 0.08],
  "e_homo_ha": -0.40447,
  "gap_ha": 0.2919,
  "total_charge": 1,
  "total_energy_ha": -1046.4632,
  "relative_energy_kj_mol": 6.87
}